Here is a cluster of 3 separate species, C18H29BO10S2 in total from OMol25. Energies are from ωB97M-V/def2-TZVPD.

Summary:
Kohn-Sham gap	9.26	eV
SMILES	CCB(O)C1=C(CCOC(C)=O)C(=O)OC1=O.O=S1(=O)CCCC1.O=S1(=O)CCCC1
energy above the lowest of the compared OMol25 structures with the same formula, charge and spin	0.0	kJ/mol
energy	-2276.965061	hartree

Last column: Löwdin charge in e.
Geometry (Å):
1 C 0.9830 -4.6307 -0.0711  -0.1005
2 C 0.8530 -3.3207 -0.8524  -0.1331
3 B 1.4004 -2.0400 -0.1338  -0.4171
4 O 1.9777 -2.0835 1.1103  0.1482
5 C 1.2673 -0.6524 -0.8932  0.0654
6 C 0.1442 0.0404 -1.1080  -0.0420
7 C -1.2330 -0.3470 -0.6575  -0.0719
8 C -2.2258 0.8029 -0.5072  -0.1345
9 O -3.5659 0.3013 -0.4117  -0.0053
10 C -4.0459 -0.3231 -1.5105  -0.5461
11 C -5.1454 -1.2889 -1.1687  0.0265
12 O -3.6356 -0.1053 -2.6183  0.1176
13 C 0.5050 1.2658 -1.8919  -0.3581
14 O -0.1687 2.1100 -2.3865  0.1731
15 O 1.8819 1.2931 -2.0215  0.1365
16 C 2.3849 0.1101 -1.5081  -0.3862
17 O 3.5308 -0.1831 -1.6107  0.1928
18 H 0.8600 -4.4712 1.0006  0.0496
19 H 1.9544 -5.0908 -0.2498  0.0780
20 H 0.2347 -5.3567 -0.3940  0.0712
21 H 1.3814 -3.3869 -1.8125  0.1178
22 H -0.1916 -3.1041 -1.1082  0.1078
23 H 1.3964 -1.8057 1.8266  0.0893
24 H -1.0996 -0.8227 0.3157  0.1062
25 H -1.6313 -1.1073 -1.3333  0.1334
26 H -2.1416 1.5293 -1.3115  0.1129
27 H -2.0596 1.3133 0.4391  0.1375
28 H -4.9462 -1.7631 -0.2107  0.0855
29 H -6.0876 -0.7449 -1.0924  0.0935
30 H -5.2171 -2.0265 -1.9629  0.0882
31 O -0.8795 -2.2514 2.2410  -0.3282
32 S -1.5466 -2.6506 3.4638  0.6793
33 O -2.9280 -2.3086 3.6614  -0.3061
34 C -1.2882 -4.4061 3.6883  -0.2231
35 C 0.0117 -4.4915 4.4813  -0.2138
36 C -0.0786 -3.4002 5.5574  -0.2062
37 C -0.5540 -2.1163 4.8671  -0.2098
38 H -1.2511 -4.8790 2.7094  0.1049
39 H -2.1378 -4.7836 4.2569  0.1107
40 H 0.1437 -5.4807 4.9161  0.1185
41 H 0.8623 -4.2998 3.8226  0.1159
42 H -0.7993 -3.6972 6.3212  0.1188
43 H 0.8778 -3.2414 6.0524  0.1168
44 H -1.1784 -1.4887 5.4977  0.1051
45 H 0.2752 -1.5313 4.4729  0.1027
46 O 2.2025 7.1007 -0.7112  -0.3264
47 S 2.9832 6.3675 -1.6773  0.6609
48 O 4.4090 6.2464 -1.5097  -0.3272
49 C 2.2443 4.7541 -1.9113  -0.2357
50 C 1.2305 4.9633 -3.0291  -0.2232
51 C 1.9332 5.8426 -4.0728  -0.2113
52 C 2.6060 6.9979 -3.3227  -0.2215
53 H 1.8111 4.4344 -0.9665  0.1066
54 H 3.0383 4.0694 -2.2091  0.1072
55 H 0.9027 4.0141 -3.4435  0.0941
56 H 0.3506 5.4800 -2.6392  0.1238
57 H 2.6887 5.2529 -4.5958  0.1172
58 H 1.2351 6.2179 -4.8198  0.1124
59 H 3.5368 7.3268 -3.7778  0.0997
60 H 1.9385 7.8471 -3.1897  0.1018

=====

Here is a structure of composition C28H37CoN9O4PSSi at a distorted geometry from OMol25. Energies are from ωB97M-V/def2-TZVPD.

Summary:
⟨S²⟩	8.804
2S+1	6
Kohn-Sham gap (spin up / spin down)	5.39 / 7.36	eV
energy above the lowest of the compared OMol25 structures with the same formula, charge and spin	224.3	kJ/mol
net charge	+1
energy	-4294.554502	hartree

Last column: Löwdin charge in e.
Geometry (Å):
1 Co -0.9864 -0.5583 1.2929  0.6930
2 N 0.7667 1.2637 4.5572  0.0469
3 C 0.0046 1.5028 3.4876  -0.1267
4 N -0.4098 0.3585 2.9848  0.0495
5 C 0.1283 -0.6053 3.8285  -0.3113
6 N 0.8578 -0.0558 4.7949  0.1288
7 C -0.1387 -1.9731 3.6036  -0.2390
8 C 0.2007 -2.9875 4.5076  -0.1012
9 N -0.0919 -4.2349 4.2964  0.0550
10 C -0.7672 -4.5556 3.1637  -0.1405
11 C -1.1105 -3.5926 2.2532  -0.1705
12 N -0.7997 -2.2995 2.4186  -0.0297
13 H 1.2312 1.9170 5.1701  0.1677
14 H -0.2471 2.4799 3.1204  0.1169
15 H 0.7084 -2.7297 5.4245  0.1178
16 H -1.0148 -5.5940 3.0229  0.0967
17 H -1.6536 -3.8633 1.3583  0.0885
18 S -1.7200 2.9754 0.1964  0.7389
19 C -0.9525 1.6319 -0.4188  -0.9631
20 N -2.0751 -1.2020 -4.6949  0.1798
21 C -3.1032 -0.4506 -4.1920  -0.4557
22 N -4.3271 -0.5252 -4.7648  0.1794
23 N -2.9657 0.2814 -3.1235  0.1824
24 C -2.0817 0.7542 -2.3984  -0.1359
25 N -1.4681 0.8562 -1.3559  0.0886
26 H -2.2018 -1.6136 -5.6059  0.1122
27 H -1.1376 -0.8738 -4.5135  0.1044
28 H -4.5267 -1.2946 -5.3818  0.1134
29 H -5.0983 -0.1627 -4.2266  0.1211
30 C 1.4056 4.2353 -0.7232  -0.0948
31 C 2.3612 3.2626 -0.0218  -0.5873
32 C 3.7483 3.4578 -0.6456  -0.0789
33 C 2.4200 3.6167 1.4658  -0.0789
34 Si 1.7836 1.4396 -0.3092  0.7166
35 O 0.1823 1.1417 0.1512  -0.2560
36 C 2.5699 0.0375 0.6907  -0.2070
37 C 3.8756 0.0843 1.1721  -0.0837
38 C 4.4130 -0.9677 1.8935  -0.0595
39 C 3.6591 -2.1021 2.1430  -0.0495
40 C 2.3711 -2.1841 1.6410  -0.0660
41 C 1.8418 -1.1280 0.9237  -0.1178
42 C 1.9826 1.0767 -2.1635  -0.2097
43 C 3.0924 0.3600 -2.6131  -0.0826
44 C 3.2851 0.1080 -3.9588  -0.0711
45 C 2.3691 0.5752 -4.8861  -0.0802
46 C 1.2667 1.2980 -4.4622  -0.0906
47 C 1.0864 1.5586 -3.1163  -0.1142
48 H 1.7669 5.2563 -0.6086  0.0942
49 H 0.4085 4.1836 -0.2920  -0.0018
50 H 1.3447 4.0175 -1.7878  0.0751
51 H 4.0643 4.4903 -0.5044  0.0929
52 H 3.7267 3.2544 -1.7145  0.0801
53 H 4.4947 2.8098 -0.1934  0.0679
54 H 2.7439 4.6469 1.5939  0.0910
55 H 3.1162 2.9715 1.9948  0.0748
56 H 1.4376 3.5174 1.9172  0.0552
57 H 4.4845 0.9539 0.9773  0.0914
58 H 5.4244 -0.9063 2.2639  0.1108
59 H 4.0713 -2.9226 2.7115  0.1145
60 H 1.7862 -3.0753 1.8073  0.1054
61 H 0.8270 -1.2219 0.5020  0.0586
62 H 3.8096 -0.0003 -1.8904  0.1024
63 H 4.1543 -0.4423 -4.2867  0.1090
64 H 2.5164 0.3876 -5.9376  0.1054
65 H 0.5575 1.6851 -5.1797  0.1051
66 H 0.2357 2.1494 -2.8084  0.0875
67 C -4.5646 -2.8396 1.7143  -0.0853
68 O -3.9748 -1.5480 1.6725  -0.2903
69 P -3.0915 -0.9113 0.4821  0.7537
70 O -3.1839 -2.0161 -0.6873  -0.2922
71 C -2.0510 -2.6922 -1.1956  -0.1097
72 O -4.1362 0.0892 -0.2274  -0.3004
73 C -4.7056 1.1764 0.4946  -0.1226
74 H -5.6304 -2.7223 1.8986  0.0960
75 H -4.1108 -3.3976 2.5335  0.0890
76 H -4.4222 -3.3707 0.7748  0.0816
77 H -1.9202 -2.4324 -2.2474  0.0723
78 H -2.2080 -3.7710 -1.1182  0.0996
79 H -1.1435 -2.4234 -0.6396  0.0610
80 H -4.9493 1.9449 -0.2379  0.0919
81 H -4.0008 1.5844 1.2208  0.0478
82 H -5.6113 0.8561 1.0108  0.0920

=====

Here is a structure of composition C48H46KN4O2PS2 at a distorted geometry from OMol25. Energies are from ωB97M-V/def2-TZVPD.

Summary:
Kohn-Sham gap	5.24	eV
energy above the lowest of the compared OMol25 structures with the same formula, charge and spin	157.5	kJ/mol
net charge	-2
energy	-3963.937646	hartree

Last column: Löwdin charge in e.
Geometry (Å):
1 K -1.1652 0.3518 -0.1624  0.5794
2 C 0.8580 -0.6541 4.9414  -0.0646
3 C -0.4090 -1.0291 4.2340  -0.2638
4 C -1.6011 -0.3659 4.5010  -0.0313
5 C -2.7906 -0.7323 3.8795  -0.2820
6 C -4.0674 0.0071 4.1833  -0.0825
7 C -2.7802 -1.7970 2.9897  -0.0271
8 C -1.5965 -2.4628 2.6767  -0.2538
9 C -1.5999 -3.5987 1.6917  -0.0421
10 C -0.4159 -2.0591 3.2901  0.0000
11 H 0.6543 -0.0635 5.8369  0.0681
12 H 1.4942 -0.0622 4.2789  0.0127
13 H 1.4237 -1.5446 5.2230  0.0743
14 H -1.6037 0.4557 5.2124  0.1106
15 H -4.0086 1.0292 3.8016  0.0584
16 H -4.2459 0.0574 5.2603  0.0707
17 H -4.9183 -0.4750 3.7043  0.0529
18 H -3.7056 -2.1026 2.5135  0.1077
19 H -2.5723 -4.0938 1.6692  0.0768
20 H -0.8266 -4.3288 1.9340  0.0692
21 H -1.4006 -3.2063 0.6936  0.0550
22 H 0.5187 -2.5590 3.0487  0.1178
23 O -3.1603 -1.7973 -2.5907  -0.0331
24 C -2.0588 -2.0463 -2.0520  -0.6299
25 O -1.6947 -1.6993 -0.9061  -0.2975
26 C -1.0739 -2.9143 -2.8152  -0.1243
27 C -1.5484 -3.7876 -3.7881  -0.0297
28 C -0.6867 -4.6765 -4.4070  -0.0959
29 C 0.6529 -4.6993 -4.0369  -0.0973
30 C 1.1325 -3.8137 -3.0858  -0.1238
31 C 0.2816 -2.8886 -2.4767  -0.2836
32 P 0.8730 -1.6120 -1.2841  1.1352
33 C 1.8759 -2.7043 -0.1812  -0.3236
34 C 2.8777 -2.1382 0.6099  -0.1052
35 C 3.5599 -2.8969 1.5464  -0.0874
36 C 3.2558 -4.2412 1.7166  -0.1197
37 C 2.2465 -4.8106 0.9553  -0.1158
38 C 1.5514 -4.0471 0.0269  -0.1196
39 C 2.2359 -0.8173 -2.2600  -0.3360
40 C 2.7378 0.3451 -1.6677  -0.1269
41 C 3.6929 1.1201 -2.3040  -0.0764
42 C 4.1492 0.7600 -3.5636  -0.1067
43 C 3.6262 -0.3627 -4.1844  -0.1109
44 C 2.6718 -1.1415 -3.5425  -0.0986
45 H -2.6019 -3.7538 -4.0338  0.1071
46 H -1.0534 -5.3669 -5.1581  0.0895
47 H 1.3285 -5.4088 -4.5022  0.0925
48 H 2.1749 -3.8554 -2.7947  0.1113
49 H 3.0935 -1.0811 0.5383  0.0188
50 H 4.3186 -2.4230 2.1582  0.1024
51 H 3.7928 -4.8357 2.4471  0.0866
52 H 1.9863 -5.8545 1.0949  0.0905
53 H 0.7425 -4.5030 -0.5297  0.0989
54 H 2.3600 0.6587 -0.6991  0.0344
55 H 4.0686 2.0098 -1.8135  0.1057
56 H 4.8932 1.3638 -4.0711  0.0896
57 H 3.9544 -0.6325 -5.1828  0.0891
58 H 2.2560 -1.9858 -4.0728  0.0809
59 C -2.2657 5.2419 3.0822  -0.1179
60 C -2.0380 3.8747 3.1774  -0.0945
61 C -1.6285 3.1485 2.0758  -0.0206
62 C -1.4169 3.7814 0.8446  -0.2544
63 C -1.6094 5.1685 0.7689  -0.0348
64 C -2.0364 5.8841 1.8717  -0.1130
65 N -1.1422 3.0067 -0.2788  -0.0108
66 N -0.4305 3.5470 -1.1630  0.0737
67 C -0.2296 2.8676 -2.3496  -0.3385
68 C 0.2375 3.6744 -3.4107  -0.0752
69 C 0.6610 3.0955 -4.5869  -0.1426
70 C 0.5411 1.7178 -4.7601  -0.1205
71 C -0.0638 0.9553 -3.7631  -0.1750
72 C -0.3496 1.4662 -2.4993  -0.1188
73 H -2.6113 5.8024 3.9424  0.0866
74 H -2.1814 3.3695 4.1253  0.0949
75 H -1.4269 2.0851 2.1651  0.0948
76 H -1.4271 5.6596 -0.1775  0.0957
77 H -2.1940 6.9540 1.7903  0.0893
78 H 0.2077 4.7560 -3.3011  0.0848
79 H 1.0701 3.7159 -5.3779  0.0781
80 H 0.9258 1.2500 -5.6628  0.0847
81 H -0.2412 -0.1021 -3.9661  0.0733
82 C -7.4293 1.4073 -2.1178  -0.1101
83 N -6.7413 1.2149 -0.8627  -0.0956
84 C -5.5980 0.4766 -0.7005  -0.9318
85 N -5.2635 -0.3502 -1.6847  0.1224
86 S -4.7999 0.6078 0.7625  0.6141
87 H -8.3984 1.8632 -1.9196  0.0750
88 H -7.6097 0.4448 -2.5999  0.0732
89 H -6.8787 2.0511 -2.8142  0.0850
90 H -6.8409 1.9213 -0.1556  0.0871
91 H -5.6809 -0.2330 -2.5938  0.0849
92 H -4.3596 -0.8584 -1.7272  0.0605
93 S 2.5614 1.1073 1.9571  0.5150
94 C 4.1815 1.6887 2.0618  -0.7629
95 C 4.5841 2.5767 3.0816  -0.1580
96 C 5.8686 3.0895 3.1248  -0.1440
97 C 6.8112 2.7405 2.1627  -0.1597
98 C 6.4463 1.8375 1.1695  -0.1350
99 C 5.1658 1.3152 1.1224  -0.1488
100 H 3.8540 2.8586 3.8300  0.0788
101 H 6.1450 3.7857 3.9115  0.0816
102 H 7.8134 3.1532 2.1938  0.0720
103 H 7.1705 1.5393 0.4174  0.0860
104 H 4.8942 0.6137 0.3428  0.0741

=====

Here is a structure of composition C4H9NO2 at a distorted geometry from OMol25. Energies are from ωB97M-V/def2-TZVPD.

Summary:
Kohn-Sham gap	9.52	eV
energy above the lowest of the compared OMol25 structures with the same formula, charge and spin	521.8	kJ/mol
energy	-362.886777	hartree

Last column: Löwdin charge in e.
Geometry (Å):
1 C 2.4189 -0.0768 1.2372  -0.1545
2 N 2.4853 -0.2931 -0.1874  0.0355
3 C -2.9815 -0.3220 -0.2621  -0.0481
4 C 1.5865 0.0829 -0.9979  -0.1021
5 C 0.1273 0.4522 -0.8479  -0.4417
6 O -0.1033 0.9265 0.5389  0.0212
7 O -0.5155 0.0009 -1.7654  0.1254
8 H 1.5873 -0.4093 1.8573  0.0712
9 H 3.3253 -0.3722 1.8066  0.0736
10 H 2.5434 1.0011 1.4942  0.0943
11 H -2.2126 -0.9737 -0.6537  0.0014
12 H -3.5141 0.0964 -1.1400  0.0414
13 H -2.5612 0.5404 0.2443  0.0063
14 H -3.6521 -0.7632 0.4997  0.0350
15 H 1.8548 0.1765 -2.0452  0.1169
16 H -0.3886 -0.0668 0.2214  0.1241

=====

- energy of number 4 (C4H9NO2)?
  -362.886777 hartree

=====

- Among the records above, which one has the lowest energy above the lowest of the compared OMol25 structures with the same formula, charge and spin?
  C18H29BO10S2

=====

- Which formula does entry 1 have?
  C18H29BO10S2